Record 1
Below is a gas-phase ion, C2H5N2O2S (charge -1), with properties calculated with the ωB97M-V functional and the def2-TZVPD basis.

Computed properties:
Calculated total energy ... -20064.189 eV
HOMO level ... -0.11949 Eh
HOMO-LUMO gap ... 7.35 eV
Charge ... -1

Cartesian coordinates (Å):
1 C -0.73393 -0.73123 0.29348
2 C 0.20613 0.38954 0.58633
3 N 1.68109 1.80498 -0.52571
4 N 0.76321 0.97527 -0.71129
5 O -1.07446 2.08377 2.46271
6 O -2.37909 1.41716 0.54861
7 S -1.16340 2.03375 1.02846
8 H -1.44227 -0.36190 -0.49191
9 H -0.32550 -1.81175 0.00486
10 H -1.22138 -0.76817 1.24040
11 H 1.05259 0.56827 1.31586
12 H 1.71786 2.34672 -1.39967

Force components x, y, z for each atom (eV/Å):
1.07 -1.41 -0.57
2.39 2.57 -3.28
-0.64 0.05 0.00
-1.16 -0.41 2.11
0.14 0.05 2.28
-1.75 -0.41 -0.61
1.85 0.03 -1.59
0.60 -0.54 0.79
-0.53 2.23 0.59
-1.19 -0.84 0.56
-1.37 -1.03 -0.12
0.60 -0.29 -0.17

Partial charges, Löwdin, in e: -0.19 -0.43 -0.05 -0.16 -0.55 -0.55 0.62 0.06 0.09 0.04 0.10 0.01

Record 2
Below is 2 unconnected molecules or ions with the total composition C2H5N2O4P, with properties calculated with the ωB97M-V functional and the def2-TZVPD basis.

Computed properties:
Calculated total energy ... -22614.737 eV
HOMO level ... 0.01884 Eh
HOMO-LUMO gap ... 6.31 eV
Charge ... -2

Cartesian coordinates (Å):
1 C 0.45459 -0.35963 0.07258
2 C -0.19865 0.23772 -1.21602
3 N -0.46427 -1.35352 2.10121
4 N -0.56497 -0.59018 0.87687
5 O -3.12048 1.35124 2.37587
6 O -3.31917 2.18754 -0.03795
7 O 1.71405 -0.44445 0.20105
8 O -1.41956 3.05198 1.58953
9 P -2.58618 2.18273 1.27403
10 H 0.53120 0.07263 -1.89358
11 H -1.06621 -0.42858 -1.31428
12 H -0.42786 1.28612 -0.91274
13 H 0.44230 -1.12621 2.51156
14 H -1.30838 -0.87796 2.52483

Force components x, y, z for each atom (eV/Å):
-1.36 0.45 0.91
-1.28 0.01 3.65
-0.86 1.21 -0.54
0.12 -0.88 -1.06
-0.38 -0.28 0.36
0.73 0.39 0.70
-0.07 -0.51 0.12
-0.26 0.19 -0.64
-0.19 -0.31 -0.29
2.09 0.11 -2.92
0.02 0.87 -0.55
-0.03 -0.69 -0.99
-0.32 0.29 0.68
1.81 -0.86 0.57

Partial charges, Löwdin, in e: -0.69 -0.07 -0.08 -0.12 -0.42 -0.43 -0.18 -0.41 0.22 -0.01 0.05 0.06 0.01 0.05

Record 3
Below is 2 unconnected molecules or ions with the total composition C2H5N2O5S2, with properties calculated with the ωB97M-V functional and the def2-TZVPD basis.

Computed properties:
Calculated total energy ... -37044.847 eV
HOMO level ... -0.22867 Eh
HOMO-LUMO gap ... 9.01 eV
Charge ... -1

Cartesian coordinates (Å):
1 C -2.35773 -1.34452 0.14430
2 C 2.28145 0.34533 -0.92776
3 N -2.52519 -0.20295 -0.59919
4 N -1.24933 -1.32754 0.90849
5 O -3.17636 -2.24407 0.13937
6 O 1.78963 -0.55603 1.42055
7 O 2.14609 1.86327 1.15371
8 O -2.29512 2.04626 -1.45347
9 O 0.07031 0.94672 0.42511
10 S 1.54770 0.64375 0.68111
11 S -2.23234 1.26382 -0.20830
12 H 2.12925 1.26398 -1.58133
13 H 3.36196 0.47505 -0.72467
14 H 1.90950 -0.52764 -1.34870
15 H -0.65787 -0.50149 1.00080
16 H -0.74197 -2.14395 0.96999

Force components x, y, z for each atom (eV/Å):
-0.30 -0.05 1.26
1.02 3.88 0.44
-0.14 2.42 -0.24
-0.08 0.95 0.50
0.02 -0.34 -0.51
-0.14 -1.06 0.72
0.88 0.21 0.46
0.22 -0.07 1.54
1.96 -0.81 0.27
-2.00 2.26 -1.65
-0.89 -1.32 -2.57
-0.50 -1.22 0.73
-0.39 -1.07 -0.13
-0.23 -1.62 -0.80
-0.25 0.04 -0.60
0.82 -2.20 0.59

Partial charges, Löwdin, in e: -0.73 -0.16 -0.18 0.16 0.02 -0.34 -0.36 -0.50 -0.54 0.40 0.98 0.08 0.06 0.02 0.02 0.07

Record 4
Below is a molecular structure, C2H5N2O6S, with properties calculated with the ωB97M-V functional and the def2-TZVPD basis.

Computed properties:
Calculated total energy ... -28240.516 eV
HOMO level ... -0.53699 Eh
HOMO-LUMO gap ... 8.98 eV
Charge ... +1

Cartesian coordinates (Å):
1 C -1.60179 -1.23778 0.22259
2 C 2.07250 1.04100 -0.82229
3 N 0.97997 1.06660 -0.00741
4 N -1.83671 -2.07627 -0.76926
5 O -2.27224 -0.31159 0.66291
6 O -1.60587 1.40869 2.95076
7 O -0.32434 -1.31922 0.73235
8 O 0.92331 1.69533 1.07714
9 O -0.17767 -0.42438 1.75367
10 O 1.88374 0.57493 -2.08634
11 S -1.10824 1.05050 1.69738
12 H 2.66818 0.30625 -0.22907
13 H 2.84910 1.98234 -0.90403
14 H -2.78681 -2.36984 -0.88245
15 H -1.03345 -2.68609 -0.86560
16 H 1.37032 1.29951 -2.53034

Force components x, y, z for each atom (eV/Å):
1.23 1.11 0.60
5.29 2.09 -0.08
-3.32 1.67 3.30
0.96 0.20 1.01
-1.63 -0.08 -0.02
0.31 -0.72 1.15
-0.86 -0.92 -1.42
2.13 -0.81 -3.09
-0.14 1.28 2.47
-1.77 0.80 -0.76
-0.06 -0.87 -2.68
0.12 -0.02 -0.31
-2.09 -1.63 0.95
-0.29 -0.30 -0.50
-0.58 -0.66 -0.58
0.69 -1.17 -0.05

Partial charges, Löwdin, in e: -0.52 -0.31 0.02 0.27 0.00 -0.23 0.02 -0.08 -0.26 0.01 1.23 0.19 0.22 0.15 0.15 0.14

Record 5
Below is 2 unconnected molecules or ions with the total composition C2H5N2S, with properties calculated with the ωB97M-V functional and the def2-TZVPD basis.

Computed properties:
Calculated total energy ... -15960.193 eV
HOMO level ... -0.52626 Eh
HOMO-LUMO gap ... 9.22 eV
Charge ... +1

Cartesian coordinates (Å):
1 C 1.64234 0.67479 2.27812
2 C -0.25009 -0.04826 -1.22609
3 N 2.34614 1.23064 2.97345
4 N -1.58144 -0.91367 -1.37994
5 S 0.14926 0.66144 0.17263
6 H 0.05756 -0.13381 -2.23888
7 H 2.96696 1.69584 3.66850
8 H -1.50458 -1.92602 -1.43888
9 H -1.81738 -0.68104 -2.34030
10 H -2.00877 -0.55991 -0.46862

Force components x, y, z for each atom (eV/Å):
-1.30 -1.43 -1.26
-0.47 -0.40 1.61
2.71 2.06 2.95
1.39 1.01 1.92
-1.01 -0.84 -2.72
1.68 0.67 -0.46
-1.02 -0.76 -1.20
0.45 -0.33 0.77
-1.59 0.78 0.36
-0.84 -0.77 -1.96

Partial charges, Löwdin, in e: -0.18 -0.54 0.11 0.12 0.84 0.06 0.14 0.15 0.15 0.16

Record 6
Below is 2 unconnected molecules or ions with the total composition C2H5N3, with properties calculated with the ωB97M-V functional and the def2-TZVPD basis.

Computed properties:
Calculated total energy ... -6620.891 eV
HOMO level ... -0.35001 Eh
HOMO-LUMO gap ... 9.44 eV

Cartesian coordinates (Å):
1 C 0.87615 -0.15590 1.72332
2 C -0.78085 0.01140 -1.38627
3 H 1.33346 0.71577 2.35547
4 H 0.90212 -1.19506 2.17241
5 H -0.75360 -1.61889 -0.02396
6 H -1.28615 -0.70382 -1.97486
7 H -0.19587 1.96969 -1.16315
8 N 0.57538 0.26365 0.52818
9 N 0.18710 -0.56489 -0.49576
10 N -0.85774 1.27805 -1.73537

Force components x, y, z for each atom (eV/Å):
0.98 2.01 -0.76
2.19 4.93 -0.52
-1.05 -1.91 -0.97
-0.45 1.03 -0.96
3.42 2.93 -1.13
-0.71 -0.78 -0.38
-1.71 -2.36 -1.21
0.44 -1.07 1.57
-4.33 -3.48 2.33
1.22 -1.28 2.02

Partial charges, Löwdin, in e: -0.06 -0.35 0.09 0.08 0.25 0.07 0.08 -0.12 -0.08 0.04

Record 7
Below is C2H5N3 in the gas phase, with properties calculated with the ωB97M-V functional and the def2-TZVPD basis.

Computed properties:
SMILES string ... [H]/N=C\NN=C
Calculated total energy ... -6621.839 eV
HOMO level ... -0.34247 Eh
HOMO-LUMO gap ... 9.47 eV

Cartesian coordinates (Å):
1 H -1.69177 -1.60177 -0.22484
2 N -2.24578 -0.72482 -0.11658
3 C -1.61296 0.29446 0.08421
4 N -0.26085 0.49215 -0.19205
5 N 0.64404 -0.54905 0.08062
6 C 2.01564 -0.29001 -0.16438
7 H -1.91392 1.33829 0.11257
8 H 0.04596 1.31917 0.22429
9 H 2.53409 -1.13373 0.40826
10 H 2.48555 0.85531 -0.21208

Force components x, y, z for each atom (eV/Å):
-0.24 1.16 -0.04
-2.17 -3.21 0.57
2.39 2.21 -1.74
2.15 -2.22 0.67
4.69 1.72 -2.20
-4.57 0.48 3.60
-1.68 -0.12 0.59
0.82 1.79 0.41
-0.05 1.37 -1.52
-1.33 -3.17 -0.33

Partial charges, Löwdin, in e: 0.07 0.10 -0.36 -0.07 -0.05 -0.04 0.11 0.08 0.06 0.11

Record 8
Below is a molecular structure, C2H5N3O, with properties calculated with the ωB97M-V functional and the def2-TZVPD basis.

Computed properties:
Calculated total energy ... -8670.227 eV
HOMO level ... -0.33756 Eh
HOMO-LUMO gap ... 9.86 eV

Cartesian coordinates (Å):
1 N -2.09304 -0.06396 0.31445
2 C -0.95669 -0.61987 -0.23471
3 O -0.95056 -1.63726 -0.88635
4 N 0.20511 0.10136 0.10334
5 C 1.42482 -0.13927 -0.44444
6 N 2.48361 0.53740 0.01036
7 H -2.94570 -0.48467 -0.02393
8 H -2.13756 0.93748 0.43356
9 H 0.12113 0.82120 0.82137
10 H 2.51110 -0.70997 -0.15500
11 H 2.30974 1.12752 0.84969

Force components x, y, z for each atom (eV/Å):
-0.09 0.04 -0.09
0.01 -0.36 -0.27
-0.01 0.49 0.33
0.04 -0.03 0.00
-0.15 0.28 0.14
-0.21 -0.04 -0.01
0.09 0.01 0.04
0.05 -0.13 0.00
0.02 -0.07 -0.09
0.23 -0.14 0.03
0.01 -0.06 -0.09

Partial charges, Löwdin, in e: 0.15 -0.59 0.07 0.06 -0.27 0.03 0.11 0.09 0.13 0.15 0.06

Record 9
Below is 2 unconnected molecules or ions with the total composition C2H5N3O, with properties calculated with the ωB97M-V functional and the def2-TZVPD basis.

Computed properties:
Calculated total energy ... -8669.901 eV
HOMO level ... -0.31703 Eh
HOMO-LUMO gap ... 9.15 eV

Cartesian coordinates (Å):
1 C -1.90043 -0.33312 -0.01306
2 C 0.48708 -0.15974 0.03789
3 N -2.93369 0.16053 -0.07477
4 N 0.35715 1.15964 -0.35418
5 N -0.71136 -0.89727 0.00966
6 O 1.49030 -0.85917 -0.54681
7 H 0.92192 -0.28281 1.74584
8 H -0.45811 1.62749 0.01445
9 H 1.19218 1.71565 -0.26727
10 H -0.63623 -1.86269 0.29936
11 H 2.19119 -0.26851 -0.85109

Force components x, y, z for each atom (eV/Å):
0.06 -0.09 -0.11
1.26 -0.01 3.77
-0.74 0.44 0.07
-0.31 0.03 -0.41
0.48 -0.70 -0.34
0.11 -0.22 -0.45
-0.71 0.39 -2.91
0.05 0.07 0.06
-0.03 -0.04 0.20
-0.02 0.19 0.01
-0.14 -0.06 0.12

Partial charges, Löwdin, in e: -0.34 -0.60 0.15 0.11 0.07 0.02 0.12 0.09 0.10 0.16 0.11

Record 10
Below is C2H5N3O in the gas phase, with properties calculated with the ωB97M-V functional and the def2-TZVPD basis.

Computed properties:
SMILES string ... C=NNC(N)=O
Calculated total energy ... -8671.629 eV
HOMO level ... -0.34480 Eh
HOMO-LUMO gap ... 10.20 eV

Cartesian coordinates (Å):
1 C -0.34638 0.55292 -2.04475
2 N 0.80387 0.62962 -1.37917
3 N 0.73918 0.40521 -0.00359
4 C -0.22657 -0.30948 0.64561
5 N 0.08364 -0.55593 1.96063
6 O -1.36428 -0.63895 0.23018
7 H -1.41788 0.37263 -1.53414
8 H -0.34731 0.79713 -3.08012
9 H 1.60233 0.73177 0.47354
10 H -0.57326 -1.08630 2.53899
11 H 1.04665 -0.89863 2.19282

Force components x, y, z for each atom (eV/Å):
-0.07 0.14 3.47
-3.30 -0.20 -1.37
0.82 0.28 -0.65
-2.80 -0.65 0.41
2.06 -1.13 1.77
2.42 0.75 0.22
2.89 0.28 -1.15
0.52 -0.03 -0.70
-1.27 -0.71 -0.47
-0.06 0.45 -0.96
-1.22 0.81 -0.57

Partial charges, Löwdin, in e: -0.02 -0.02 0.00 -0.59 0.11 -0.01 0.11 0.04 0.16 0.11 0.12

Record 11
Below is a molecular structure, C2H5N3O, with properties calculated with the ωB97M-V functional and the def2-TZVPD basis.

Computed properties:
Calculated total energy ... -8669.586 eV
HOMO level (alpha / beta) ... -0.29877 / -0.29875 Eh
HOMO-LUMO gap (alpha / beta) ... 8.66 / 8.66 eV

Cartesian coordinates (Å):
1 C -0.16107 -1.08149 -1.22902
2 C 0.25664 0.50237 -0.06108
3 N 0.63518 -1.08726 0.22075
4 N -1.01701 0.87483 0.31600
5 N 1.31056 1.20618 -0.08971
6 O -1.13760 -1.74315 -1.28881
7 H 1.64878 -1.10407 0.15238
8 H 0.23371 -1.62126 0.99782
9 H -1.09752 1.61171 0.99695
10 H -1.78066 0.24249 0.13589
11 H 1.10898 2.19965 -0.15115

Force components x, y, z for each atom (eV/Å):
-0.70 -0.27 -2.47
1.30 -0.56 2.46
-0.58 1.42 0.03
0.34 -0.52 -0.57
-0.48 -0.43 -0.15
0.26 -0.15 0.67
-0.04 0.00 0.05
0.10 0.46 0.17
-0.08 -0.14 -0.13
-0.02 0.19 0.13
-0.10 -0.01 -0.19

Partial charges, Löwdin, in e: -0.26 -0.54 0.08 0.12 0.12 0.00 0.11 0.12 0.10 0.08 0.06

Record 12
Below is C2H5N3O in the gas phase, with properties calculated with the ωB97M-V functional and the def2-TZVPD basis.

Computed properties:
SMILES string ... C=NN/C=N\O
Calculated total energy ... -8668.439 eV
HOMO level ... -0.31204 Eh
HOMO-LUMO gap ... 9.39 eV

Cartesian coordinates (Å):
1 C -1.39275 -1.96974 -0.10222
2 N -0.82843 -0.82347 0.03514
3 N -0.19520 -0.34739 -1.02844
4 C 0.85183 0.60350 -0.80585
5 N 1.09971 1.35530 0.26817
6 O 0.45506 1.21512 1.53121
7 H -1.19789 -2.79845 -0.97754
8 H -1.91643 -2.21672 0.92549
9 H -0.03353 -0.90069 -1.86205
10 H 1.42045 1.03874 -1.68155
11 H 0.79995 2.06246 1.87030

Force components x, y, z for each atom (eV/Å):
0.02 -1.33 1.95
-1.24 -1.82 -0.49
2.98 2.19 -0.88
-0.91 2.34 2.69
0.08 -1.53 -2.57
0.43 0.34 -1.45
-0.70 2.34 2.00
0.80 -0.23 -2.60
-0.26 -0.45 0.09
-0.81 -1.16 0.93
-0.38 -0.69 0.35

Partial charges, Löwdin, in e: -0.08 -0.08 -0.07 -0.16 -0.05 -0.10 0.11 0.09 0.12 0.12 0.09